Density functional theory data (ωB97M-V/def2-TZVPD) for C3H3FN2S in the gas phase.

```
! wB97M-V def2-TZVPD RIJCOSX def2/J DEFGRID3
* xyz 0 1
H -1.27286 2.15606 0.02794
N 2.62645 -2.11936 -1.82110
C -0.64930 0.12741 0.10799
H -2.50469 0.85829 0.12742
H -1.63519 1.35302 1.66040
C 2.58949 -1.69537 -0.75023
C -1.54468 1.16226 0.57898
S 1.03738 -0.14926 0.67868
F -1.04821 -0.49537 -0.97937
N 2.40161 -1.19769 0.36929
*
```

Properties
- HOMO energy (alpha / beta) (eV) = -8.719 / -8.719
- ΔE to the lowest compared entry with this formula, charge and spin (kJ/mol) = 428.3
- HOMO-LUMO gap (alpha / beta) (eV) = 7.2164 / 7.2171
- calculated total energy (Ha) = -723.52058